[1]
13
Properties=species:S:1:pos:R:3:nbo_charge:R:1 method="wB97M-V/def2-TZVPD" e_tot_ha=-753.8045 multiplicity=1 relative_energy_kcal_mol=66.4 e_homo_ev="-8.99 / -7.97" mol_weight_g_mol=124.155
C 1.095 -0.212 1.287 -0.405
C -0.218 0.133 -0.592 -0.116
C 0.404 0.910 0.490 0.574
C -1.321 -0.851 -0.335 -0.652
F -0.606 1.595 1.266 -0.373
F 1.249 1.938 0.099 -0.343
S 0.541 0.327 -2.196 0.083
H 0.291 -0.892 1.606 0.181
H 1.946 -0.733 0.862 0.203
H -1.395 -1.125 0.778 0.231
H -1.201 -1.757 -0.794 0.225
H -2.245 -0.538 -0.635 0.231
H 1.458 1.205 -1.836 0.160

***

[2]
8
Properties=species:S:1:pos:R:3:nbo_charge:R:1 method="wB97M-V/def2-TZVPD" smiles=[O-][N+]#CO.N#[N+][O-] e_tot_ha=-428.4906 multiplicity=1 relative_energy_kcal_mol=46.4 e_homo_ev=-9.32 mol_weight_g_mol=103.037
O -0.398 2.531 1.883 -0.426
N -0.625 1.390 1.540 0.145
C -0.724 0.347 1.061 0.404
O -0.582 -0.982 1.187 -0.647
H -0.236 -1.313 0.406 0.496
N 0.679 -0.923 -0.963 -0.152
N 0.871 -0.664 -2.001 0.486
O 1.014 -0.386 -3.113 -0.305

***

[3]
15
Properties=species:S:1:pos:R:3:nbo_charge:R:1 method="wB97M-V/def2-TZVPD" e_tot_ha=-1244.0010 multiplicity=1 relative_energy_kcal_mol=2.5 e_homo_ev=-9.09 mol_weight_g_mol=160.000
C 2.043 0.903 0.891 0.305
C -1.523 -1.256 -0.790 0.065
C 0.956 -0.699 -1.462 0.087
N -0.036 -1.408 -0.866 -0.625
O 0.869 0.801 0.681 -0.510
O -2.089 -1.498 -2.063 -0.701
Cl 0.123 0.426 -2.449 -0.082
Cl 0.160 3.137 4.216 -0.254
H 2.954 0.372 0.542 0.124
H 2.474 1.653 1.599 0.088
H -1.816 -0.247 -0.530 0.185
H -1.947 -1.996 -0.153 0.190
H 0.375 -2.256 -0.505 0.401
H -0.490 2.663 3.290 0.255
H -2.054 -0.594 -2.399 0.472

***

[4]
14
Properties=species:S:1:pos:R:3:nbo_charge:R:1 method="wB97M-V/def2-TZVPD" smiles="C/C=C(/N)OC=O" e_tot_ha=-361.8129 multiplicity=1 relative_energy_kcal_mol=42.7 e_homo_ev=-8.24 mol_weight_g_mol=101.105
C -0.335 1.643 0.484 -0.637
C -0.228 0.579 -0.579 -0.383
C -0.309 -0.742 -0.315 0.469
N -0.861 -1.697 -1.134 -0.821
O 0.307 -1.216 0.819 -0.531
C 1.540 -0.548 0.840 0.642
O 1.915 0.100 1.767 -0.532
H -0.230 1.249 1.498 0.232
H 0.379 2.463 0.366 0.215
H -1.345 2.068 0.404 0.212
H -0.369 0.880 -1.610 0.208
H -1.671 -1.392 -1.650 0.394
H -0.901 -2.651 -0.807 0.400
H 2.107 -0.736 -0.082 0.132

***

[5]
14
Properties=species:S:1:pos:R:3:nbo_charge:R:1 method="wB97M-V/def2-TZVPD" smiles="C=C(C)C1=[NH+]C1" e_tot_ha=-249.5923 multiplicity=1 relative_energy_kcal_mol=146.1 charge=+1 e_homo_ev="-14.53 / -14.53" mol_weight_g_mol=82.126
C -1.811 -0.229 -0.244 -0.239
C -0.519 0.296 -0.293 -0.078
C -0.641 1.769 -0.152 -0.631
C 0.619 -0.605 0.120 0.369
N 0.797 -1.894 0.282 -0.486
C 2.141 -0.836 0.172 -0.087
H -1.722 -1.153 0.492 0.210
H -2.425 0.629 -0.075 0.230
H -0.375 1.662 0.873 0.247
H -1.555 2.154 -0.586 0.259
H 0.210 2.159 -0.771 0.228
H 0.087 -2.563 -0.128 0.472
H 2.620 -0.832 -0.782 0.250
H 2.575 -0.557 1.092 0.255

***

[6]
15
Properties=species:S:1:pos:R:3:nbo_charge:R:1 method="wB97M-V/def2-TZVPD" smiles="O=C1C2=CC=CC[C@@]12O" e_tot_ha=-420.6322 multiplicity=1 relative_energy_kcal_mol=98.2 e_homo_ev=-9.37 mol_weight_g_mol=122.123
O -0.787 3.193 0.281 -0.471
C -0.608 1.992 0.263 0.543
C -1.055 0.717 0.585 -0.155
C -1.536 -0.513 0.576 -0.100
C -0.702 -1.620 0.392 -0.265
C 0.348 -1.502 -0.450 -0.072
C 0.738 -0.088 -1.020 -0.471
C 0.348 0.944 -0.022 0.142
O 1.612 0.968 1.073 -0.750
H -2.576 -0.586 0.657 0.220
H -1.101 -2.615 0.708 0.234
H 1.090 -2.249 -0.631 0.212
H 1.775 -0.017 -1.050 0.240
H 0.108 0.141 -1.899 0.241
H 2.346 1.237 0.537 0.453

***

[7]
19
Properties=species:S:1:pos:R:3:nbo_charge:R:1 method="wB97M-V/def2-TZVPD" e_tot_ha=-687.9972 multiplicity=1 relative_energy_kcal_mol=95.4 e_homo_ev="-7.66 / -7.66" mol_weight_g_mol=129.228
C -0.474 0.010 0.561 -0.125
C -0.349 -1.216 0.073 0.194
C 0.649 0.791 1.138 -0.235
C -1.884 0.596 0.356 -0.617
C -0.902 -2.515 -0.242 -0.732
C 1.911 1.436 -0.991 -0.427
N 1.839 0.810 0.254 -0.545
S 2.210 -0.862 0.143 0.069
H 0.186 1.851 1.257 0.189
H 1.001 0.455 2.068 0.236
H -2.547 -0.131 -0.137 0.217
H -1.597 1.441 -0.397 0.221
H -2.338 1.020 1.230 0.221
H -0.129 -3.158 -0.551 0.262
H -1.567 -2.467 -1.173 0.240
H -1.558 -2.950 0.616 0.236
H 2.907 1.451 -1.589 0.231
H 1.150 0.912 -1.623 0.174
H 1.489 2.526 -0.995 0.192

***

[8]
32
Properties=species:S:1:pos:R:3:mulliken_spin:R:1 method="wB97M-V/def2-TZVPD" e_tot_ha=-2450.1393 multiplicity=3 relative_energy_kcal_mol=14.5 charge=+2 e_homo_ev="-14.54 / -14.54" mol_weight_g_mol=628.375
I 2.817 -1.306 2.565 0.000
I 0.572 -2.561 3.112 0.000
Pr -0.367 0.002 -1.080 2.027
P 1.099 -2.659 -1.294 -0.008
C 1.992 -3.864 -0.267 -0.001
C -0.058 -3.844 -2.108 0.001
H 1.975 -1.824 -3.429 0.000
H 2.519 -3.511 -3.060 0.000
H 3.275 -2.105 -2.218 0.000
C 2.346 -2.504 -2.649 0.001
H -0.669 -3.326 -2.862 0.000
H 0.554 -4.633 -2.576 0.000
H 2.274 -4.721 -0.899 0.000
H 1.347 -4.181 0.560 0.000
H -0.710 -4.273 -1.333 0.000
H 2.880 -3.390 0.165 0.000
C 0.982 0.857 3.206 0.000
O 0.287 1.551 3.767 0.000
Cl -0.749 0.740 -3.441 -0.015
N -2.266 5.332 1.847 -0.001
C -1.869 4.131 1.339 -0.001
C -1.213 4.050 0.093 0.000
C -0.886 2.803 -0.414 0.002
N -1.169 1.649 0.287 -0.004
C -1.814 1.719 1.497 0.000
C -2.187 2.932 2.025 0.000
H -2.090 6.194 1.356 0.000
H -2.775 5.402 2.720 0.000
H -0.979 4.959 -0.453 0.000
H -0.414 2.649 -1.407 -0.001
H -2.003 0.747 1.956 0.000
H -2.702 2.984 2.993 0.000

***

[9]
16
Properties=species:S:1:pos:R:3:nbo_charge:R:1 method="wB97M-V/def2-TZVPD" smiles="[H]/N=C/NC(=S)OCC" e_tot_ha=-740.1364 multiplicity=1 relative_energy_kcal_mol=16.1 e_homo_ev=-8.74 mol_weight_g_mol=132.188
H 0.354 3.757 0.382 0.344
N 0.212 2.740 0.355 -0.647
C 0.705 2.293 -0.731 0.268
N 0.691 0.956 -1.111 -0.623
C 0.095 -0.129 -0.486 0.437
S 0.231 -1.583 -1.308 -0.259
O -0.505 0.138 0.650 -0.464
C -1.255 -0.864 1.340 -0.066
C -0.319 -1.589 2.237 -0.642
H 1.252 2.897 -1.457 0.159
H 1.187 0.718 -1.928 0.422
H -2.064 -0.281 1.912 0.196
H -1.744 -1.521 0.679 0.206
H 0.406 -2.127 1.595 0.232
H -0.908 -2.407 2.716 0.217
H 0.179 -0.953 2.975 0.221

***

[10]
17
Properties=species:S:1:pos:R:3:nbo_charge:R:1 method="wB97M-V/def2-TZVPD" e_tot_ha=-268.1928 multiplicity=1 relative_energy_kcal_mol=70.3 charge=+1 e_homo_ev=-13.98 mol_weight_g_mol=87.146
C 1.463 2.258 2.252 0.025
C 0.224 -1.154 0.259 -0.443
C -1.689 -1.478 -1.124 -0.422
C -0.454 0.592 -1.214 0.101
N 1.225 1.682 1.189 -0.663
N -0.596 -0.593 -0.754 -0.198
H 0.810 3.034 2.677 0.164
H 2.250 1.893 2.922 0.182
H 0.663 -2.169 -0.015 0.249
H 0.925 -0.431 0.571 0.271
H -0.423 -1.429 1.009 0.226
H -1.350 -2.338 -1.723 0.252
H -2.081 -1.871 -0.228 0.237
H -2.418 -0.965 -1.715 0.234
H 0.292 1.357 -0.844 0.257
H -1.255 0.859 -1.902 0.218
H 0.412 2.105 0.697 0.310

***

[11]
21
Properties=species:S:1:pos:R:3:mulliken_spin:R:1 method="wB97M-V/def2-TZVPD" e_tot_ha=-382.8603 multiplicity=2 relative_energy_kcal_mol=95.1 e_homo_ev="-8.35 / -8.35" mol_weight_g_mol=117.172
C -0.026 0.785 -2.201 0.004
C -0.140 0.357 -0.719 0.047
C -0.155 1.334 0.435 0.062
C 1.377 1.428 0.951 -0.015
O 1.986 0.264 0.815 0.814
N -1.382 -0.503 -0.621 -0.001
C -1.030 -1.871 -0.104 0.001
N -0.574 -1.825 1.417 -0.001
H 0.589 -0.029 -2.772 0.002
H -0.904 0.641 -2.640 0.000
H 0.410 1.822 -2.255 0.001
H 0.790 -0.403 -0.508 -0.003
H -0.495 2.425 0.277 -0.001
H -1.024 1.241 1.083 -0.001
H 1.355 1.573 2.119 0.093
H 1.807 2.158 0.296 -0.002
H -2.168 0.164 -0.393 0.002
H -1.996 -2.424 -0.066 0.000
H -0.277 -2.473 -0.661 0.000
H 0.484 -1.669 1.449 -0.001
H -0.922 -1.044 1.812 0.000

***

[12]
10
Properties=species:S:1:pos:R:3:mulliken_spin:R:1 method="wB97M-V/def2-TZVPD" e_tot_ha=-3089.3077 multiplicity=3 relative_energy_kcal_mol=24.7 e_homo_ev="-4.82 / -10.20" mol_weight_g_mol=153.044
C -0.066 -0.595 0.513 0.082
C -0.374 -0.576 -1.044 0.033
C 0.529 0.741 0.521 0.078
S 0.458 1.032 -1.243 1.605
Br -0.617 1.954 1.598 0.124
H -1.056 -0.661 1.011 0.001
H 0.573 -1.325 0.907 0.017
H 0.274 -1.174 -1.715 0.034
H -1.334 -0.396 -1.370 0.022
H 1.614 1.000 0.822 0.004

***

[13]
27
Properties=species:S:1:pos:R:3:nbo_charge:R:1 method="wB97M-V/def2-TZVPD" smiles=Oc1ccccc1N1CCNCC1 e_tot_ha=-573.9603 multiplicity=1 relative_energy_kcal_mol=162.5 e_homo_ev=-7.88 mol_weight_g_mol=178.235
O -1.525 2.373 0.209 -0.658
C -2.015 1.214 0.130 0.327
C -3.365 0.753 0.227 -0.281
C -3.754 -0.487 -0.010 -0.196
C -2.872 -1.528 -0.432 -0.243
C -1.580 -1.376 -0.247 -0.235
C -1.111 0.017 0.094 0.061
N 0.343 0.407 0.302 -0.549
C 1.230 0.697 -0.949 -0.217
C 2.614 1.060 -0.433 -0.272
N 3.410 -0.221 -0.309 -0.581
C 2.511 -0.980 0.348 -0.253
C 1.209 -0.520 1.226 -0.265
H -0.546 2.190 0.721 0.511
H -4.197 1.571 0.348 0.217
H -4.914 -0.746 -0.347 0.213
H -3.321 -2.362 -0.848 0.210
H -0.712 -1.989 -0.406 0.214
H 1.021 -0.375 -1.561 0.192
H 0.696 1.420 -1.458 0.213
H 3.127 1.723 -1.261 0.212
H 2.399 1.715 0.394 0.198
H 4.115 -0.013 0.368 0.352
H 2.744 -1.784 1.018 0.208
H 1.900 -1.503 -0.460 0.158
H 1.748 0.368 1.891 0.212
H 0.845 -1.627 1.444 0.250

***

[14]
91
Properties=species:S:1:pos:R:3:lowdin_charge:R:1 method="wB97M-V/def2-TZVPD" e_tot_ha=-8770.1179 multiplicity=1 charge=+1 e_homo_ev=-9.27 mol_weight_g_mol=1176.229
C 7.171 1.768 0.850 -0.090
C 7.721 0.359 0.258 -0.294
C 8.924 -0.308 1.094 -0.075
C 7.118 -0.186 -0.925 -0.103
C 6.197 -1.485 -1.019 -0.206
C 6.370 -2.536 0.181 -0.174
C 5.124 -2.521 1.243 -0.315
C 4.759 -0.983 1.502 -0.086
C 3.959 -3.390 0.559 -0.140
C 2.459 -2.938 0.920 -0.110
N 1.826 -2.414 -0.327 -0.023
C 1.540 -3.316 -1.404 0.057
N 0.971 -2.540 -2.463 -0.030
C 0.551 -3.231 -3.719 -0.119
C 1.740 -3.521 -4.752 -0.145
N 2.285 -4.729 -4.712 0.090
C 0.906 -1.147 -2.070 -0.108
C 0.331 -0.089 -3.104 -0.686
I 1.001 1.957 -2.836 0.993
C -1.299 -0.257 -3.199 -0.770
C -2.111 0.963 -2.549 -0.249
I -1.931 -0.361 -5.308 0.841
C 1.449 -1.053 -0.637 -0.045
C 1.589 0.264 0.231 -0.137
C 0.217 0.892 0.760 -0.077
C -0.882 -0.163 1.206 -0.270
F -1.542 -0.776 0.092 0.050
F -0.242 -1.253 1.905 0.047
C -2.011 0.389 2.200 -0.214
F -1.404 0.424 3.502 0.081
F -3.021 -0.595 2.277 0.104
C -2.534 1.868 1.892 -0.178
F -2.561 2.206 0.512 0.080
F -1.558 2.752 2.471 0.076
C -3.926 2.258 2.616 -0.186
F -4.009 1.557 3.862 0.095
F -3.814 3.624 2.972 0.108
C -5.240 1.892 1.781 -0.175
F -6.160 1.319 2.724 0.081
F -5.036 0.848 0.823 0.096
C -6.026 3.130 1.133 -0.184
F -7.228 2.567 0.582 0.079
F -6.496 4.066 2.103 0.111
C -5.294 3.854 -0.086 -0.185
F -4.149 4.612 0.296 0.089
F -4.847 2.949 -1.102 0.081
C -6.240 4.913 -0.883 -0.321
F -7.196 4.283 -1.699 0.121
F -6.757 5.918 -0.059 0.131
F -5.349 5.574 -1.789 0.084
H 6.079 1.953 0.587 0.065
H 7.367 1.850 1.984 0.088
H 7.843 2.585 0.380 0.086
H 8.435 -1.046 1.842 0.071
H 9.450 0.473 1.733 0.083
H 9.595 -0.848 0.354 0.087
H 7.284 0.395 -1.907 0.110
H 6.511 -2.044 -1.984 0.108
H 5.099 -1.178 -1.211 0.103
H 7.387 -2.495 0.705 0.101
H 6.322 -3.586 -0.303 0.110
H 5.547 -3.044 2.181 0.146
H 4.256 -0.454 0.630 0.066
H 3.994 -0.964 2.372 0.082
H 5.693 -0.471 1.901 0.085
H 4.136 -4.497 0.840 0.132
H 4.151 -3.347 -0.579 0.113
H 1.887 -3.905 1.187 0.144
H 2.363 -2.258 1.825 0.124
H 1.730 -4.432 -1.455 0.177
H -0.268 -2.581 -4.195 0.068
H 0.022 -4.203 -3.396 0.150
H 2.042 -2.717 -5.497 0.125
H 1.796 -5.240 -3.944 0.040
H 0.708 -0.417 -4.146 0.047
H -1.517 -1.254 -2.660 0.091
H -2.106 1.852 -3.262 0.058
H -3.205 0.606 -2.448 0.100
H -1.639 1.185 -1.538 0.022
H 2.218 1.087 -0.275 0.089
H 2.199 -0.027 1.169 0.101
H -0.158 1.622 -0.051 0.082
H 0.487 1.527 1.687 0.153
Br -10.630 0.114 0.479 0.618
C -9.711 1.195 1.815 -0.725
C -10.260 0.941 3.197 -0.698
Br -11.971 1.837 3.455 0.611
H -9.800 2.234 1.500 0.049
H -8.665 0.890 1.756 0.029
H -9.600 1.365 3.956 0.056
H -10.419 -0.116 3.410 0.053

***

[15]
12
Properties=species:S:1:pos:R:3:nbo_charge:R:1 method="wB97M-V/def2-TZVPD" e_tot_ha=-608.4856 multiplicity=1 relative_energy_kcal_mol=111.5 charge=+1 e_homo_ev=-13.23 mol_weight_g_mol=100.166
C -0.323 -1.344 -0.968 0.516
C -3.378 -0.086 0.836 -0.424
C 1.957 -1.342 0.203 -0.189
C 1.151 -0.577 1.185 -0.139
N 0.563 -1.109 -0.168 -0.556
S -2.507 -0.290 -0.493 0.273
H -3.031 -0.511 1.835 0.222
H -4.110 0.691 0.895 0.233
H 2.617 -0.725 -0.461 0.268
H 2.287 -2.361 0.374 0.273
H 0.561 -0.977 1.961 0.257
H 1.203 0.570 1.038 0.267

***

[16]
11
Properties=species:S:1:pos:R:3:nbo_charge:R:1 method="wB97M-V/def2-TZVPD" smiles=CSCN e_tot_ha=-533.3186 multiplicity=1 relative_energy_kcal_mol=7.4 e_homo_ev=-8.36 mol_weight_g_mol=77.152
C -0.604 1.195 -1.176 -0.782
S 0.882 1.109 -0.253 0.191
C 0.834 -0.638 0.355 -0.348
N -0.253 -0.765 1.313 -0.864
H -0.950 2.212 -1.321 0.233
H -0.487 0.739 -2.168 0.207
H -1.419 0.618 -0.730 0.227
H 0.850 -1.452 -0.374 0.202
H 1.833 -0.760 0.788 0.198
H 0.157 -0.663 2.241 0.365
H -0.842 -1.594 1.325 0.371

***

[17]
63
Properties=species:S:1:pos:R:3:nbo_charge:R:1 method="wB97M-V/def2-TZVPD" e_tot_ha=-1497.5961 multiplicity=1 charge=-1 e_homo_ev="-1.31 / 0.04" mol_weight_g_mol=431.644
O -0.671 -0.689 -4.720 -0.543
C -0.624 0.692 -5.297 -0.076
C -0.469 0.302 -6.726 -0.490
H 0.282 1.248 -5.009 0.182
H -1.525 1.296 -5.122 0.184
C -0.441 -1.093 -6.107 0.257
H 0.506 0.626 -7.105 0.203
H -1.347 0.567 -7.300 0.207
C 0.934 -1.735 -6.278 -0.633
H 1.757 -1.047 -5.979 0.207
H 1.038 -2.044 -7.338 0.203
H 1.011 -2.615 -5.625 0.223
C -1.556 -1.990 -6.653 -0.643
H -2.551 -1.517 -6.563 0.214
H -1.576 -2.916 -6.061 0.221
H -1.344 -2.223 -7.721 0.201
Mg -1.060 -1.148 0.570 1.063
C -1.886 -0.832 2.852 -0.367
C -1.399 0.439 2.439 -0.375
C -2.093 0.802 1.244 -0.464
H -0.702 1.081 3.007 0.221
C -3.054 -0.233 0.955 -0.463
C -2.893 -1.269 1.934 -0.434
H -3.505 -2.169 2.020 0.232
H -1.585 -1.373 3.752 0.237
H -1.990 1.758 0.704 0.216
H -3.831 -0.217 0.184 0.237
C 0.300 -2.838 3.321 -0.282
C 0.191 -3.434 2.088 -0.278
C 0.683 -2.496 1.081 -0.583
H -0.160 -4.442 1.858 0.210
C 1.085 -1.322 1.736 -0.475
C 1.182 -1.628 3.206 -0.671
H 2.232 -1.973 3.371 0.214
H -0.091 -3.161 4.284 0.196
H 0.827 -2.727 0.017 0.238
H 1.541 -0.443 1.284 0.229
O 1.099 0.904 -0.780 -0.544
C 0.080 0.293 -1.670 -0.135
C -0.023 1.215 -2.878 -0.440
H -0.988 0.209 -1.249 0.149
H 0.387 -0.739 -1.971 0.221
C 0.598 2.559 -2.505 -0.443
H -1.051 1.340 -3.215 0.215
H 0.607 0.662 -3.571 0.226
C 0.843 2.348 -0.992 -0.074
H -0.046 3.415 -2.732 0.205
H 1.531 2.714 -3.079 0.195
H -0.104 2.662 -0.464 0.170
H 1.727 2.855 -0.588 0.193
O 0.547 -0.604 5.575 -0.662
B 1.190 -0.535 4.302 1.160
O 1.848 0.698 4.155 -0.645
C 1.627 1.368 5.335 0.231
C 2.253 2.524 5.771 -0.257
C 1.970 2.978 7.068 -0.232
C 1.118 2.254 7.908 -0.229
C 0.522 1.038 7.484 -0.281
C 0.814 0.599 6.197 0.298
H 2.995 2.992 5.127 0.222
H 2.448 3.907 7.414 0.209
H 0.949 2.630 8.920 0.208
H -0.153 0.481 8.136 0.223